(a)
{"formula": "C3H7N3O", "method": "ωB97M-V with the def2-TZVPD basis set", "homo_ev": -8.256, "charge": 0, "species": ["C", "N", "C", "N", "C", "N", "O", "H", "H", "H", "H", "H", "H", "H"], "xyz": [[-1.07646, -0.61884, -1.73850], [-0.28348, -0.01346, -0.75513], [0.05195, 0.68353, 0.22169], [-0.16311, 1.98219, 0.58169], [0.90698, -0.03338, 1.28369], [1.22617, -1.28765, 0.90862], [1.17713, 0.48669, 2.35577], [-1.85685, -0.02858, -2.23315], [-1.56185, -1.48448, -1.26446], [-0.39821, -1.00781, -2.50472], [0.15863, 2.23107, 1.50839], [-0.83372, 2.56969, 0.11803], [0.91634, -1.58486, -0.00556], [1.73648, -1.89410, 1.52365]], "lowdin_charge": [-0.14, 0.00, -0.36, 0.15, -0.47, 0.17, 0.04, 0.06, 0.08, 0.08, 0.09, 0.10, 0.09, 0.11]}

(b)
{"formula": "C3H7N3O", "method": "ωB97M-V with the def2-TZVPD basis set", "homo_ev": -8.346, "charge": 0, "species": ["C", "C", "N", "N", "N", "C", "O", "H", "H", "H", "H", "H", "H", "H"], "xyz": [[0.93252, -1.60385, 1.08057], [1.25417, -0.33377, 0.29309], [1.14337, -0.44536, -1.14686], [0.14306, 0.12231, -1.56862], [-0.52408, 0.78796, -0.64940], [-1.77635, 1.43687, -0.68508], [0.15101, 0.62836, 0.61156], [-0.09984, -1.45429, 1.26458], [1.61321, -1.58422, 1.97034], [1.13403, -2.40158, 0.36849], [2.24677, -0.02562, 0.53685], [-2.23959, 1.13006, 0.21144], [-1.64342, 2.47896, -0.58614], [-2.33486, 1.26417, -1.70081]], "lowdin_charge": [-0.03, -0.35, 0.02, 0.03, -0.21, -0.03, -0.05, 0.06, 0.09, 0.08, 0.12, 0.07, 0.06, 0.14]}

Q: Which of them is the least stable? A: (b).

(a)
{"formula": "C3H7N3O", "method": "ωB97M-V with the def2-TZVPD basis set", "homo_ev": -8.954, "charge": 0, "species": ["C", "N", "C", "N", "C", "N", "O", "H", "H", "H", "H", "H", "H", "H"], "xyz": [[-0.25007, -2.15530, 0.10364], [0.10175, -0.77467, 0.12448], [-0.28990, 0.33444, -0.33917], [-1.21913, 0.78798, -1.22606], [0.48247, 1.53428, 0.23159], [1.58860, 1.18244, 0.90824], [0.08089, 2.67831, 0.06791], [-1.26079, -2.46047, -0.18838], [-0.09139, -2.48223, 1.13481], [0.47404, -2.69359, -0.51750], [-1.34260, 1.79493, -1.16992], [-1.94902, 0.21675, -1.61452], [1.72253, 0.19452, 1.07655], [2.11338, 1.88977, 1.39157]], "lowdin_charge": [-0.13, -0.01, -0.35, 0.15, -0.47, 0.16, 0.03, 0.07, 0.07, 0.08, 0.09, 0.10, 0.09, 0.11]}

(b)
{"formula": "C3H7N3O", "method": "ωB97M-V with the def2-TZVPD basis set", "homo_ev": -8.681, "charge": 0, "species": ["N", "N", "C", "C", "C", "O", "N", "H", "H", "H", "H", "H", "H", "H"], "xyz": [[-2.06038, 0.10710, -0.58415], [-1.00399, 0.03874, 0.45590], [-0.44103, -1.25284, 0.29359], [0.75928, -1.24208, -0.29046], [1.18621, 0.10285, -0.62132], [2.35622, 0.29177, 0.08326], [-0.03092, 1.01989, 0.11296], [-2.64457, 0.93146, -0.39625], [-1.45640, 0.37898, -1.39007], [-1.02022, -2.05652, 0.77636], [1.26292, -2.10844, -0.40905], [1.20185, 0.40551, -1.75383], [2.99633, 1.06610, -0.27251], [0.48779, 1.30623, 0.89101]], "lowdin_charge": [0.03, -0.24, -0.10, -0.05, -0.36, -0.06, 0.03, 0.07, 0.07, 0.12, 0.07, 0.16, 0.18, 0.06]}

(c)
{"formula": "C3H7N3O", "method": "ωB97M-V with the def2-TZVPD basis set", "homo_ev": -8.988, "charge": 0, "species": ["C", "N", "C", "N", "C", "N", "O", "H", "H", "H", "H", "H", "H", "H"], "xyz": [[-1.38468, -1.23716, 0.89168], [-0.87814, -0.06450, 0.23393], [0.34648, 0.28756, 0.26321], [1.36678, -0.02612, 1.11298], [0.83892, 0.97797, -1.00913], [-0.16232, 1.21943, -1.87535], [2.03126, 1.15458, -1.20524], [-1.10272, -1.40368, 1.94139], [-1.01089, -2.10089, 0.31751], [-2.47508, -1.24056, 0.80882], [2.25587, 0.39431, 0.86707], [1.19500, -0.20392, 2.08991], [-1.06332, 0.85013, -1.59319], [0.04284, 1.39285, -2.84358]], "lowdin_charge": [-0.13, -0.01, -0.36, 0.16, -0.48, 0.16, 0.04, 0.07, 0.09, 0.07, 0.10, 0.10, 0.09, 0.11]}

(d)
{"formula": "C3H7N3O", "method": "ωB97M-V with the def2-TZVPD basis set", "homo_ev": -7.347, "charge": 0, "species": ["N", "C", "C", "C", "N", "N", "O", "H", "H", "H", "H", "H", "H", "H"], "xyz": [[-1.80208, -1.39726, -1.08823], [-0.95617, -1.13334, -0.23636], [-0.58187, -0.67537, 0.94556], [0.46630, 0.39927, 0.86069], [-0.06019, 1.65387, 0.44308], [1.34524, -0.13191, -0.30542], [0.95066, 0.03615, -1.65473], [-1.53298, -1.87751, -1.93722], [-0.67180, -1.26677, 1.84005], [1.10835, 0.43934, 1.75496], [0.62785, 2.39673, 0.47612], [-0.98872, 1.85230, 0.79044], [1.82346, -1.02277, -0.20353], [0.27195, 0.72725, -1.68543]], "lowdin_charge": [0.16, -0.20, -0.07, -0.39, 0.06, -0.13, -0.09, 0.07, 0.10, 0.13, 0.09, 0.09, 0.11, 0.08]}

Q: Which of them is the least stable? A: (d).

(a)
{"formula": "C3H7N3O", "method": "ωB97M-V with the def2-TZVPD basis set", "homo_ev": -9.735, "charge": 0, "species": ["H", "N", "C", "N", "C", "O", "N", "C", "H", "H", "H", "H", "H", "H"], "xyz": [[1.16235, 2.64388, -2.58881], [1.30132, 2.03302, -1.78718], [0.26663, 1.32015, -1.60320], [0.23517, 0.41433, -0.55579], [-0.91083, -0.30767, -0.25092], [-1.90511, -0.27206, -0.95725], [-0.85039, -1.04270, 0.89962], [0.27144, -1.18207, 1.80181], [-0.65843, 1.32079, -2.18596], [1.07287, 0.36695, 0.00853], [-1.65174, -1.64042, 1.02242], [0.66216, -0.20020, 2.10106], [1.09246, -1.78406, 1.38305], [-0.08789, -1.66995, 2.71264]], "lowdin_charge": [0.04, 0.08, -0.27, 0.10, -0.56, 0.04, 0.01, -0.09, 0.13, 0.13, 0.14, 0.08, 0.09, 0.09]}

(b)
{"formula": "C3H7N3O", "method": "ωB97M-V with the def2-TZVPD basis set", "homo_ev": -8.847, "charge": 0, "species": ["H", "N", "C", "N", "C", "C", "O", "N", "H", "H", "H", "H", "H", "H"], "xyz": [[-2.15673, 2.07448, 1.47674], [-1.17928, 1.78084, 1.55555], [-0.81554, 1.17970, 0.48013], [0.49400, 0.75960, 0.35201], [1.04344, 0.09274, -0.82678], [0.38406, -1.20575, -0.50012], [-0.96483, -1.25350, -1.07585], [0.77309, -2.21789, 0.17075], [1.32968, -1.91850, 0.97846], [-1.47104, 1.09223, -0.39971], [1.14716, 1.14573, 1.02494], [0.66294, 0.52086, -1.75590], [2.13029, 0.00722, -0.76053], [-1.37723, -2.05775, -0.71968]], "lowdin_charge": [0.03, 0.06, -0.32, -0.02, -0.10, -0.43, -0.02, 0.12, 0.06, 0.13, 0.14, 0.12, 0.13, 0.10]}

Q: Which of them is the least stable? A: (b).

(a)
{"formula": "C8H11O", "method": "ωB97M-V with the def2-TZVPD basis set", "homo_ev": -14.428, "charge": 1, "species": ["C", "C", "C", "C", "C", "C", "C", "C", "O", "H", "H", "H", "H", "H", "H", "H", "H", "H", "H", "H"], "xyz": [[-1.11913, -0.05151, -0.96973], [-0.77750, -1.31264, -0.72790], [-0.27258, 1.06219, -0.47031], [0.88787, 1.22797, 0.06345], [0.23694, -1.81286, 0.19204], [-0.87748, 2.47149, -0.62283], [1.91381, 1.58438, 0.92914], [-0.15359, -3.18718, 0.62408], [1.16559, -1.22233, 0.73614], [-1.89420, 0.37760, -1.48396], [-1.46961, -1.95397, -1.21657], [-0.36605, 3.30202, -0.17019], [-1.91198, 2.51075, -0.38977], [-1.02818, 2.89182, -1.58922], [1.43423, 1.84845, 1.80661], [2.52725, 2.31689, 0.46025], [2.52188, 0.75534, 0.78255], [0.72283, -3.74402, 1.01609], [-0.46246, -3.94963, -0.19431], [-1.07764, -3.11476, 1.22443]], "lowdin_charge": [0.04, 0.01, -0.16, 0.15, -0.39, 0.01, 0.03, -0.02, 0.11, 0.10, 0.12, 0.10, 0.10, 0.10, 0.11, 0.13, 0.11, 0.10, 0.13, 0.11]}

(b)
{"formula": "C8H11O", "method": "ωB97M-V with the def2-TZVPD basis set", "homo_ev": -13.237, "charge": 1, "species": ["C", "C", "C", "C", "C", "C", "C", "C", "O", "H", "H", "H", "H", "H", "H", "H", "H", "H", "H", "H"], "xyz": [[-2.86769, 0.06063, -0.07137], [-2.17626, -1.03480, -0.58574], [-2.19865, 1.10675, 0.58256], [-0.79995, -1.04645, -0.50865], [-0.86815, 1.11678, 0.68192], [-0.15232, -0.01003, 0.19630], [2.21703, 0.99529, -0.87155], [2.08756, -1.10226, 0.77037], [1.26556, 0.08512, 0.48773], [-3.96979, 0.36534, -0.11247], [-2.74409, -1.79975, -1.11268], [-2.90211, 1.93805, 0.83635], [-0.40503, -1.96879, -0.95012], [-0.21346, 1.89490, 1.14289], [2.80568, 1.49258, -0.20518], [2.70513, 0.21841, -1.47590], [1.36228, 1.50160, -1.34814], [3.05505, -0.65979, 0.95393], [1.66288, -1.43369, 1.65116], [2.13630, -1.71987, -0.06140]], "lowdin_charge": [-0.05, -0.06, -0.09, -0.01, -0.02, -0.20, 0.31, 0.05, -0.18, 0.14, 0.12, 0.14, 0.13, 0.15, 0.06, 0.11, 0.11, 0.11, 0.10, 0.09]}

Q: Which of them is the least stable? A: (a).